1.
ORCA calculation (ωB97M-V with the def2-TZVPD basis set) on a molecular structure, C33H39BCoF5N7OS4.

Geometry (Å):
Co1 -0.063 0.234 0.071
C1 -3.161 3.300 -2.648
C2 -2.706 3.479 -1.237
C3 -3.113 4.509 -0.445
C4 -2.671 4.634 0.902
N1 -1.856 3.753 1.413
N2 -1.432 2.747 0.623
B1 -0.461 1.860 1.372
N3 -1.007 1.275 2.689
N4 -0.715 1.939 3.797
C5 -1.141 1.442 4.941
C6 -1.901 0.249 4.962
C7 -2.190 -0.439 3.811
C8 -2.954 -1.722 3.775
C9 -1.666 0.121 2.632
S1 -1.824 -0.526 1.027
C10 -0.737 2.213 6.189
C11 0.798 2.222 6.257
C12 -1.301 1.570 7.455
C13 -1.258 3.651 6.069
N5 0.964 2.356 1.566
N6 1.166 3.673 1.472
C14 2.332 4.135 1.852
C15 3.325 3.258 2.364
C16 3.134 1.904 2.415
C17 4.158 0.934 2.907
C18 1.883 1.453 1.939
S2 1.436 -0.219 1.753
C19 2.589 5.624 1.736
C20 3.766 5.831 0.769
C21 2.950 6.167 3.127
C22 1.355 6.352 1.210
C23 -1.812 2.544 -0.643
S3 -1.246 1.182 -1.541
C24 -3.143 5.782 1.771
C25 -2.724 7.101 1.104
C26 -2.538 5.697 3.170
C27 -4.676 5.712 1.869
H1 -3.847 4.094 -2.934
H2 -3.667 2.341 -2.770
H3 -2.311 3.313 -3.332
H4 -3.804 5.243 -0.837
H5 -2.236 -0.145 5.912
H6 -3.350 -1.964 4.758
H7 -2.307 -2.540 3.452
H8 -3.786 -1.659 3.072
H9 1.197 1.211 6.369
H10 1.118 2.805 7.121
H11 1.226 2.676 5.362
H12 -0.911 0.563 7.617
H13 -2.392 1.532 7.447
H14 -1.008 2.169 8.316
H15 -0.860 4.142 5.181
H16 -0.948 4.219 6.947
H17 -2.348 3.675 6.022
H18 4.266 3.675 2.700
H19 5.058 1.452 3.229
H20 4.425 0.224 2.123
H21 3.770 0.358 3.749
H22 4.690 5.384 1.141
H23 3.949 6.898 0.648
H24 3.549 5.414 -0.216
H25 3.868 5.730 3.522
H26 2.144 5.990 3.843
H27 3.109 7.243 3.061
H28 1.087 6.019 0.206
H29 1.565 7.420 1.169
H30 0.495 6.197 1.863
H31 -1.638 7.192 1.052
H32 -3.105 7.936 1.692
H33 -3.127 7.206 0.096
H34 -1.458 5.556 3.135
H35 -2.967 4.871 3.739
H36 -2.748 6.623 3.706
H37 -5.162 5.906 0.911
H38 -5.025 6.472 2.568
H39 -5.007 4.740 2.238
F1 -3.702 -6.534 -6.089
C28 -3.057 -5.759 -5.306
C29 -1.895 -6.263 -4.671
F2 -1.531 -7.494 -4.908
C30 -1.210 -5.433 -3.842
F3 -0.141 -5.840 -3.238
C31 -1.652 -4.049 -3.602
S4 -0.818 -3.064 -2.633
C32 -2.870 -3.608 -4.294
F4 -3.279 -2.392 -4.092
C33 -3.551 -4.438 -5.122
F5 -4.635 -4.082 -5.757
O1 2.182 0.033 -1.539
N7 1.364 0.284 -0.829

Results
Relative energy (zero: lowest compared OMol25 entry of this formula, charge and spin) in kcal/mol: 0.0
Kohn-Sham gap in hartree: 0.1714
Total charge: +3

=====

2.
ORCA calculation (ωB97M-V with the def2-TZVPD basis set) on a molecular structure, C33H39CoN5O5.

Geometry (Å):
Co1 0.620 0.468 0.538
O1 0.256 -0.008 2.774
C1 0.452 1.023 3.745
C2 1.733 1.777 3.461
N1 1.714 2.300 2.113
C3 0.908 3.487 1.926
C4 0.223 3.499 0.555
O2 -0.176 4.561 0.097
O3 0.088 2.350 0.007
C5 3.028 2.389 1.499
C6 3.528 1.026 1.016
O4 4.717 0.752 1.084
O5 2.617 0.252 0.545
H1 0.922 -0.696 2.890
H2 -0.425 1.666 3.657
H3 0.457 0.595 4.751
H4 1.883 2.553 4.229
H5 2.576 1.084 3.550
H6 0.101 3.507 2.665
H7 1.474 4.417 2.054
H8 2.951 3.026 0.614
H9 3.779 2.835 2.162
C7 -3.042 2.660 0.072
C8 -3.092 1.738 1.261
C9 -3.846 2.129 2.368
C10 -4.017 1.297 3.458
C11 -3.455 0.030 3.446
C12 -2.686 -0.401 2.375
C13 -2.161 -1.806 2.339
C14 -2.476 0.480 1.307
N2 -1.537 0.122 0.283
C15 -1.918 -0.157 -0.897
C16 -3.344 -0.315 -1.328
C17 -0.847 -0.247 -1.972
C18 -1.283 -0.638 -3.351
N3 0.332 0.091 -1.638
C19 1.297 0.378 -2.669
C20 2.383 -0.469 -2.893
C21 2.596 -1.723 -2.103
C22 3.302 -0.113 -3.874
C23 3.159 1.055 -4.601
C24 2.075 1.879 -4.361
C25 1.120 1.560 -3.401
C26 -0.058 2.473 -3.196
H10 -2.902 3.691 0.395
H11 -3.988 2.607 -0.475
H12 -2.218 2.444 -0.600
H13 -4.309 3.109 2.354
H14 -4.603 1.626 4.307
H15 -3.616 -0.645 4.279
H16 -2.185 -2.248 3.335
H17 -1.142 -1.844 1.967
H18 -2.777 -2.433 1.689
H19 -4.018 -0.248 -0.477
H20 -3.480 -1.280 -1.820
H21 -3.613 0.457 -2.050
H22 -1.755 -1.623 -3.318
H23 -0.436 -0.674 -4.030
H24 -2.021 0.062 -3.745
H25 1.664 -2.258 -1.917
H26 3.037 -1.461 -1.141
H27 3.274 -2.392 -2.633
H28 4.147 -0.767 -4.055
H29 3.891 1.321 -5.352
H30 1.954 2.797 -4.924
H31 0.153 3.451 -3.624
H32 -0.286 2.612 -2.140
H33 -0.949 2.088 -3.704
N4 2.404 -3.717 1.017
C27 2.153 -2.398 1.201
N5 0.979 -2.028 0.757
C28 0.417 -3.188 0.225
C29 -0.795 -3.395 -0.435
C30 -1.070 -4.661 -0.912
C31 -0.165 -5.720 -0.747
C32 1.041 -5.537 -0.101
C33 1.309 -4.257 0.372
H34 3.268 -4.179 1.241
H35 2.886 -1.715 1.602
H36 -1.501 -2.588 -0.556
H37 -2.005 -4.845 -1.425
H38 -0.416 -6.698 -1.135
H39 1.745 -6.349 0.021

Results
<S²>: 3.757
Relative energy (zero: lowest compared OMol25 entry of this formula, charge and spin) in kcal/mol: 0.0
2S+1: 4
Kohn-Sham gap (alpha / beta) in hartree: 0.2847 / 0.2907

=====

3.
ORCA calculation (ωB97M-V with the def2-TZVPD basis set) on 3 unconnected molecules or ions with the total composition C33H39F4N2O5S2.

Geometry (Å):
C1 -4.118 -2.107 -1.077
C2 -3.199 -0.909 -1.138
N1 -1.833 -1.244 -0.727
C3 -1.147 -2.147 -1.708
C4 -1.137 -3.604 -1.255
C5 -1.049 -0.111 -0.554
S1 -1.351 1.351 -1.148
S2 0.403 -0.415 0.452
C6 -0.385 -0.838 2.016
C7 0.447 -0.337 3.208
C8 -0.176 0.857 3.926
N2 -1.015 0.389 5.053
C9 -1.950 -0.458 4.937
C10 -2.573 -0.805 6.255
C11 -1.358 -0.481 7.154
C12 -0.337 -1.602 7.171
F1 -0.541 -2.480 6.179
F2 -0.384 -2.261 8.310
F3 0.895 -1.104 7.017
C13 -0.935 0.795 6.490
C14 0.247 1.624 6.997
C15 -0.090 3.075 6.825
O1 -0.597 3.796 7.675
F4 0.179 3.521 5.586
H1 -4.330 -2.398 -0.058
H2 -5.036 -1.882 -1.597
H3 -3.680 -2.970 -1.551
H4 -3.248 -0.478 -2.129
H5 -3.590 -0.163 -0.458
H6 -1.602 -2.012 -2.679
H7 -0.124 -1.819 -1.778
H8 -0.189 -4.085 -1.432
H9 -1.878 -4.159 -1.814
H10 -1.425 -3.670 -0.219
H11 -1.366 -0.386 2.057
H12 -0.552 -1.902 2.100
H13 1.436 -0.081 2.860
H14 0.575 -1.138 3.920
H15 -0.738 1.485 3.256
H16 0.631 1.405 4.375
H17 -2.270 -0.923 4.025
H18 -2.882 -1.831 6.334
H19 -3.361 -0.099 6.463
H20 -1.610 -0.328 8.195
H21 -1.786 1.461 6.594
H22 0.291 1.477 8.059
H23 1.184 1.392 6.515
O2 -3.489 0.492 -4.111
C16 -4.392 1.281 -4.161
O3 -5.483 0.970 -4.876
C17 -6.671 1.768 -4.882
C18 -6.583 2.906 -5.877
C19 -4.285 2.637 -3.499
H24 -6.906 2.114 -3.874
H25 -7.466 1.086 -5.173
H26 -5.780 3.599 -5.628
H27 -7.520 3.461 -5.903
H28 -6.379 2.517 -6.874
H29 -3.719 3.303 -4.148
H30 -3.748 2.505 -2.561
H31 -5.241 3.097 -3.260
C20 6.366 3.351 -4.239
C21 7.526 2.696 -4.638
C22 7.668 1.337 -4.418
C23 6.654 0.628 -3.789
C24 5.497 1.290 -3.370
C25 5.354 2.651 -3.607
C26 4.414 0.559 -2.656
O4 3.405 1.128 -2.294
C27 4.606 -0.895 -2.389
C28 3.632 -1.584 -1.680
C29 3.784 -2.936 -1.431
C30 4.909 -3.610 -1.898
C31 5.885 -2.926 -2.601
C32 5.742 -1.566 -2.843
C33 6.817 -0.838 -3.576
O5 7.796 -1.424 -3.983
H32 6.254 4.412 -4.420
H33 8.320 3.248 -5.123
H34 8.566 0.823 -4.731
H35 4.452 3.157 -3.292
H36 2.760 -1.054 -1.326
H37 3.024 -3.471 -0.875
H38 5.024 -4.669 -1.709
H39 6.762 -3.443 -2.963

Results
Kohn-Sham gap in hartree: 0.2204
Total charge: +1

=====

4.
ORCA calculation (ωB97M-V with the def2-TZVPD basis set) on a molecular structure, C33H39FeN4O3S5.

Geometry (Å):
Fe1 -0.358 -0.424 0.778
C1 -3.872 -0.333 -1.140
C2 -4.179 1.149 -0.993
S1 -2.785 2.276 -0.792
C3 -1.868 2.174 -2.343
C4 -1.178 0.871 -2.732
S2 -0.099 0.057 -1.491
C5 0.002 -1.529 -2.373
C6 0.670 -2.557 -1.482
S3 -0.021 -2.602 0.193
C7 -1.581 -3.490 -0.055
C8 -2.747 -2.675 -0.590
S4 -2.910 -1.055 0.223
H1 -3.324 -0.515 -2.064
H2 -4.818 -0.875 -1.215
H3 -4.768 1.318 -0.089
H4 -4.794 1.463 -1.840
H5 -1.130 2.974 -2.248
H6 -2.531 2.455 -3.166
H7 -0.537 1.083 -3.591
H8 -1.917 0.142 -3.061
H9 0.563 -1.397 -3.301
H10 -1.011 -1.841 -2.633
H11 1.716 -2.298 -1.313
H12 0.642 -3.552 -1.930
H13 -1.817 -3.884 0.934
H14 -1.392 -4.350 -0.702
H15 -3.671 -3.240 -0.452
H16 -2.629 -2.503 -1.659
C9 -1.363 -2.466 3.341
O1 -0.608 -1.357 3.745
C10 0.279 -0.801 2.767
C11 0.869 0.398 3.521
H17 -0.733 -3.332 3.109
H18 -1.977 -2.214 2.468
H19 -2.015 -2.732 4.173
H20 1.417 0.062 4.407
H21 0.076 1.060 3.865
H22 1.540 0.970 2.878
O2 1.470 -3.055 4.618
C12 1.943 -2.733 3.560
N1 3.048 -3.329 2.968
C13 3.558 -2.528 1.866
C14 2.395 -1.541 1.690
O3 2.313 -0.733 0.780
N2 1.496 -1.735 2.679
C15 4.841 -1.810 2.276
C16 4.850 -0.481 2.683
C17 6.028 0.106 3.126
C18 7.204 -0.625 3.165
C19 7.201 -1.953 2.756
C20 6.028 -2.539 2.312
C21 3.721 -3.305 0.570
C22 3.174 -4.571 0.412
C23 3.278 -5.232 -0.806
C24 3.923 -4.629 -1.875
C25 4.469 -3.360 -1.721
C26 4.369 -2.702 -0.506
H23 3.696 -3.761 3.608
H24 3.942 0.108 2.653
H25 6.022 1.142 3.440
H26 8.121 -0.164 3.508
H27 8.116 -2.531 2.779
H28 6.032 -3.569 1.976
H29 2.655 -5.030 1.242
H30 2.853 -6.222 -0.916
H31 4.007 -5.146 -2.823
H32 4.975 -2.882 -2.550
H33 4.789 -1.712 -0.387
N3 -2.410 1.150 2.677
C27 -1.507 1.967 2.078
N4 -0.546 1.547 1.312
C28 0.229 2.620 0.883
C29 1.411 2.520 0.154
C30 2.070 3.682 -0.208
C31 1.580 4.938 0.154
C32 0.428 5.047 0.916
C33 -0.226 3.880 1.281
S5 -1.622 3.695 2.299
H34 -2.053 0.206 2.828
H35 -2.893 1.536 3.473
H36 1.806 1.543 -0.099
H37 2.990 3.612 -0.775
H38 2.110 5.832 -0.145
H39 0.057 6.015 1.227

Results
<S²>: 0.774
Relative energy (zero: lowest compared OMol25 entry of this formula, charge and spin) in kcal/mol: 0.0
2S+1: 2
Kohn-Sham gap (alpha / beta) in hartree: 0.2431 / 0.2280

=====

5.
ORCA calculation (ωB97M-V with the def2-TZVPD basis set) on a molecular structure, C33H39GaN5.

Geometry (Å):
Ga1 -0.203 -0.094 0.823
N1 0.866 -3.171 3.251
N2 0.368 -2.184 -0.544
C1 1.492 1.996 0.076
C2 2.599 1.189 0.431
C3 2.427 0.733 1.770
C4 3.379 -0.066 2.576
H1 4.253 -0.356 1.982
H2 2.912 -0.979 2.973
H3 3.735 0.520 3.436
C5 1.180 1.218 2.260
C6 0.801 1.302 3.697
H4 1.362 2.118 4.183
H5 1.046 0.376 4.236
H6 -0.267 1.510 3.832
C7 0.548 1.988 1.179
C8 -0.462 3.062 1.420
H7 -1.218 2.742 2.145
H8 -0.969 3.341 0.488
H9 0.025 3.968 1.819
C9 3.798 0.952 -0.408
H10 4.571 1.713 -0.222
H11 3.548 0.991 -1.476
H12 4.241 -0.029 -0.194
C10 1.356 2.818 -1.147
H13 0.304 3.063 -1.342
H14 1.736 2.283 -2.027
H15 1.914 3.765 -1.065
C11 0.341 -4.017 4.107
H16 0.890 -4.132 5.063
C12 -0.852 -4.729 3.875
H17 -1.243 -5.377 4.660
C13 -1.493 -4.581 2.636
H18 -2.410 -5.140 2.413
C14 -0.953 -3.719 1.696
H19 -1.341 -3.587 0.697
C15 0.187 -2.945 2.091
C16 0.725 -1.814 1.444
H20 1.808 -1.823 1.335
C17 -0.036 -1.001 -0.992
C18 0.870 -2.948 -1.559
H21 1.304 -3.903 -1.305
C19 0.703 -2.265 -2.729
H22 0.893 -2.599 -3.732
N3 0.166 -1.021 -2.385
C20 0.018 0.062 -3.260
C21 1.077 0.408 -4.119
C22 0.895 1.507 -4.969
H23 1.704 1.761 -5.655
C23 -0.280 2.259 -4.940
C24 -0.454 3.407 -5.882
H24 -0.991 4.220 -5.396
H25 -1.028 3.118 -6.766
H26 0.512 3.771 -6.220
C25 -1.293 1.906 -4.053
H27 -2.221 2.491 -4.015
C26 -1.180 0.790 -3.228
C27 -2.322 0.312 -2.385
H28 -2.612 -0.728 -2.600
H29 -3.193 0.953 -2.583
H30 -2.104 0.368 -1.309
C28 2.371 -0.343 -4.118
H31 2.270 -1.362 -4.521
H32 2.844 -0.406 -3.123
H33 3.068 0.195 -4.776
N4 -1.505 -1.159 3.732
C29 -2.468 -0.690 2.909
C30 -3.829 -0.856 3.233
C31 -4.788 -0.227 2.452
C32 -4.369 0.585 1.391
C33 -3.019 0.700 1.102
N5 -2.090 -0.018 1.785
H34 -1.747 -1.719 4.535
H35 -0.525 -1.136 3.464
H36 -4.070 -1.486 4.087
H37 -5.848 -0.353 2.667
H38 -5.079 1.124 0.767
H39 -2.643 1.376 0.326

Results
Kohn-Sham gap (alpha / beta) in hartree: 0.1705 / 0.1284
Total charge: -1

=====

Values of max |F|, in order: 0.021 0.012 0.075 0.007 0.061, all in hartree/bohr.